(1)
ORCA calculation (the ωB97M-V functional and the def2-TZVPD basis) on C19H36NO17Zn as an isolated structure in a non-equilibrium geometry.

Atoms and positions in Å:
1 Zn -0.23877 1.23843 -4.56641
2 C 0.78658 -0.87470 1.36780
3 C 0.64532 -0.46074 -0.02743
4 O 1.15081 0.63989 -0.45537
5 O -0.08372 -1.09409 -0.83500
6 H 1.72597 -1.39469 1.55552
7 H 0.03075 -1.61772 1.62224
8 H 0.70387 -0.06293 2.09051
9 C 6.44479 -0.56422 -3.99504
10 O 6.49429 -0.83272 -5.36814
11 C 5.63279 -0.21639 -6.22127
12 O 4.54722 0.28107 -5.92161
13 O 6.21036 -0.26373 -7.39760
14 C 5.79848 0.51457 -8.45858
15 H 5.59114 -1.06139 -3.53440
16 H 6.21582 0.48999 -3.83909
17 H 7.28145 -0.97360 -3.42890
18 H 6.58805 0.64014 -9.19947
19 H 5.51430 1.53723 -8.21055
20 H 5.09675 -0.06492 -9.05847
21 C -5.38073 0.35053 7.05902
22 O -5.41931 -0.56053 5.91495
23 C -4.79115 -1.74765 6.01578
24 O -4.14706 -2.13052 7.02743
25 O -4.89831 -2.36718 4.80587
26 C -4.67681 -3.74967 4.66516
27 H -5.12750 1.34914 6.70299
28 H -4.70192 0.00987 7.84085
29 H -6.42722 0.34391 7.36385
30 H -5.23887 -4.40988 5.32570
31 H -3.61709 -3.94485 4.82942
32 H -4.91213 -4.06828 3.64967
33 C 5.86511 -6.96135 3.91270
34 O 5.48207 -7.20507 2.55831
35 C 4.17664 -7.21517 2.33186
36 O 3.25152 -7.13339 3.16448
37 O 4.04479 -7.22473 1.00049
38 C 2.72864 -7.26786 0.43746
39 H 6.88558 -6.59070 3.81591
40 H 5.86147 -7.76324 4.65097
41 H 5.23737 -6.11407 4.18867
42 H 2.11312 -6.53635 0.96104
43 H 2.27234 -8.25583 0.37582
44 H 2.82385 -6.75055 -0.51722
45 C 1.45201 11.38614 1.23111
46 O 0.98990 10.08856 1.53301
47 C 1.83059 9.16247 1.91407
48 O 3.03699 9.28891 2.07613
49 O 1.11234 8.11169 2.31888
50 C 1.77477 7.06035 3.03494
51 H 2.01639 11.88530 2.01877
52 H 0.70061 12.17306 1.16602
53 H 2.10632 11.40771 0.35960
54 H 1.03723 6.61734 3.70418
55 H 2.66018 7.36639 3.59215
56 H 2.16472 6.47903 2.19942
57 C -4.47238 4.58067 -0.60004
58 O -5.38415 4.06420 -1.53979
59 C -5.15372 3.12087 -2.33669
60 O -4.00614 2.83879 -2.61561
61 O -6.23896 2.40784 -2.42044
62 C -6.09748 1.03406 -2.83048
63 H -5.07867 5.22327 0.03840
64 H -3.62479 5.12907 -1.01105
65 H -4.11556 3.80485 0.07737
66 H -5.30329 0.47264 -2.33837
67 H -5.97416 1.01853 -3.91337
68 H -7.04883 0.57785 -2.55672
69 C -3.85121 -6.01603 -4.40973
70 C -5.19244 -5.63392 -4.78846
71 N -6.24446 -5.29762 -5.06682
72 H -3.48534 -6.79899 -5.07396
73 H -4.00949 -6.25697 -3.35854
74 H -3.14136 -5.21191 -4.60365

Atomic forces in eV per Å
0.065 -0.020 0.394
0.294 -0.682 0.864
-0.446 0.615 0.705
-1.052 -1.673 -0.892
1.110 1.380 -0.342
0.263 0.188 -0.221
-0.318 0.007 -0.201
0.041 0.240 -0.263
-1.919 0.132 1.084
0.193 -0.063 -1.218
-0.978 0.471 1.675
1.888 -0.695 -0.526
1.193 -0.570 0.686
-0.610 0.504 -2.172
-0.323 -0.241 -0.134
0.667 0.132 0.185
0.452 0.432 -0.774
0.712 -0.223 0.583
-0.549 -0.327 0.334
-0.804 0.464 0.301
-0.665 -0.638 -0.478
0.825 -0.555 -0.007
1.942 -0.437 2.246
-2.236 0.699 -3.505
-0.934 1.138 0.958
1.133 -1.009 0.230
0.138 -0.238 -0.145
-0.147 -0.071 -0.200
0.231 0.241 0.533
-0.204 0.487 0.318
0.042 -0.174 0.077
-0.121 0.557 -0.033
0.465 1.693 -0.134
-0.186 -1.038 0.342
-2.259 0.533 1.211
2.505 -0.345 -2.125
-0.254 -0.641 -0.083
-0.029 1.700 0.121
0.008 -0.135 0.133
-0.531 -0.316 -0.564
0.111 -0.223 0.808
-0.346 -0.556 0.562
0.290 0.107 0.110
0.226 -0.774 -0.389
1.443 1.554 0.115
-1.430 0.792 -0.635
2.118 0.050 2.144
-1.388 -0.246 -0.768
-0.508 0.484 0.228
0.733 0.281 -1.090
0.575 -0.940 0.527
-0.997 -1.046 -0.635
-0.252 -0.182 -0.120
0.116 -0.211 -0.453
-0.259 0.522 0.078
-0.154 -1.062 0.612
0.250 0.310 0.735
-2.312 3.970 1.965
3.029 -2.152 1.304
0.204 -0.959 -1.626
-0.844 -1.466 -0.929
-0.671 0.122 -0.620
0.132 0.237 -0.290
-0.180 -0.107 -0.262
0.155 -0.348 -0.341
0.192 0.530 0.108
0.072 -0.262 0.065
0.087 0.061 -0.168
-0.125 0.119 -0.340
0.554 0.233 -0.541
-1.025 0.264 -0.200
-0.249 -0.516 0.545
1.068 -0.387 0.006
-0.217 0.280 0.533

Calculated values
electronic energy = -104985.2444 eV
orbital gap = 2.21 eV
total charge = +1

---

(2)
ORCA calculation (the ωB97M-V functional and the def2-TZVPD basis) on CHBrINO2 as an isolated structure in a non-equilibrium geometry.

Atoms and positions in Å:
1 C 0.57555 1.31530 -0.00269
2 N 0.95084 1.09924 -1.35397
3 O 0.12970 1.28547 -2.22883
4 O 2.10319 0.71741 -1.51221
5 Br -0.77880 2.52551 0.05503
6 I 2.19502 1.49838 1.25637
7 H -0.14885 -0.22614 0.14137

Atomic forces in eV per Å
-2.200 -4.403 1.656
1.627 -0.598 -2.509
0.452 -0.262 0.027
-0.610 -0.005 -0.663
-1.307 1.388 0.845
0.174 0.163 0.727
1.864 3.716 -0.082

Calculated values
electronic energy = -84775.1932 eV
orbital gap = 8.52 eV
relative energy (zero: lowest compared OMol25 entry of this formula, charge and spin) = 2.520 eV
total charge = 0

---

(3)
ORCA calculation (the ωB97M-V functional and the def2-TZVPD basis) on C36H90F9O18Y as an isolated structure in a non-equilibrium geometry.

Atoms and positions in Å:
1 Y 3.17682 -2.58615 1.75370
2 C 1.48481 -5.40660 3.11256
3 O 0.80172 -4.50823 3.96015
4 O 2.54985 -4.75257 2.63425
5 C 1.80862 -6.72998 3.83550
6 F 2.35530 -6.54513 5.05196
7 F 0.65392 -7.42992 4.04608
8 F 2.61684 -7.52991 3.11908
9 C -0.61435 -4.51097 4.01959
10 C -1.08032 -3.29625 4.78839
11 H -2.15665 -3.26126 4.96091
12 H -0.62740 -3.16748 5.77349
13 H -0.82368 -2.39859 4.22001
14 H -0.92149 -5.46434 4.45816
15 H -1.05597 -4.45855 3.01792
16 H 0.79026 -5.67395 2.30019
17 C 0.05080 -1.44951 0.55243
18 O 0.61208 -0.13466 0.38301
19 O 0.86942 -2.13222 1.36082
20 C -1.42755 -1.36354 0.98063
21 F -1.85876 -2.54834 1.40892
22 F -1.66017 -0.46232 1.94067
23 F -2.18254 -1.00554 -0.07154
24 C 0.39560 0.40974 -0.90215
25 C 0.94159 1.82718 -0.97555
26 H 0.84096 2.19396 -1.99810
27 H 0.49449 2.50728 -0.25000
28 H 2.01194 1.84571 -0.74380
29 H -0.67764 0.51471 -1.11066
30 H 0.79957 -0.21955 -1.70434
31 H 0.02752 -1.97542 -0.41600
32 C 4.32775 -0.92403 -1.21104
33 O 3.66288 -1.92022 -1.99867
34 O 4.31011 -1.34898 0.07361
35 C 5.73988 -0.61173 -1.75963
36 F 6.53858 -0.13732 -0.80184
37 F 6.33101 -1.68615 -2.28332
38 F 5.65985 0.33596 -2.70848
39 C 3.28395 -1.56848 -3.32117
40 C 2.25962 -2.61890 -3.74978
41 H 2.11756 -2.55008 -4.82798
42 H 2.61203 -3.61647 -3.48190
43 H 1.29800 -2.53557 -3.23836
44 H 4.13427 -1.54261 -4.00662
45 H 2.78771 -0.59769 -3.43871
46 H 3.67071 -0.04717 -1.27542
47 C -2.45769 2.50299 -2.10540
48 C -3.29582 1.22786 -2.19758
49 O -3.95758 1.17576 -3.45182
50 H -1.92901 2.61805 -1.15753
51 H -3.06919 3.38398 -2.30057
52 H -1.67947 2.47630 -2.87610
53 H -4.03101 1.15624 -1.39571
54 H -2.65366 0.34838 -2.08280
55 H -3.28639 1.18016 -4.14187
56 C 2.93638 -6.06617 -1.02722
57 C 1.98501 -4.88545 -0.81302
58 O 2.70780 -3.75935 -0.29921
59 H 3.83773 -5.75433 -1.55523
60 H 2.39416 -6.88032 -1.51048
61 H 3.27623 -6.48189 -0.07679
62 H 1.28333 -5.21025 -0.04613
63 H 1.45496 -4.59755 -1.71658
64 H 2.90606 -3.12869 -1.02706
65 C -0.32237 5.64176 -3.34736
66 C -0.04032 5.49295 -1.85403
67 O 1.28961 6.02397 -1.63343
68 H 0.22528 4.89480 -3.91651
69 H -0.26652 6.67613 -3.68360
70 H -1.37816 5.39128 -3.52756
71 H -0.10415 4.46157 -1.51686
72 H -0.71718 6.11286 -1.25716
73 H 1.24433 6.92453 -1.96532
74 C -5.20787 -2.27574 -1.40938
75 C -6.36601 -2.23876 -2.39849
76 O -7.41273 -1.43397 -1.84223
77 H -4.73403 -1.29421 -1.34623
78 H -4.47578 -3.01722 -1.74498
79 H -5.55668 -2.55834 -0.41741
80 H -6.77492 -3.24477 -2.49331
81 H -6.02606 -1.90452 -3.38090
82 H -7.11987 -0.51750 -1.89283
83 C 1.09361 1.03044 -5.25147
84 C 0.86430 2.39345 -5.84701
85 O -0.46383 2.82780 -5.48561
86 H 2.04358 0.60300 -5.57928
87 H 0.28993 0.33383 -5.47856
88 H 1.18735 1.14829 -4.16686
89 H 0.85891 2.28814 -6.94257
90 H 1.66795 3.11426 -5.66983
91 H -0.44631 3.73636 -5.81523
92 C -1.13668 0.89853 5.59345
93 C -2.35753 0.05651 5.29873
94 O -3.45293 0.95667 5.29680
95 H -0.84469 1.57790 4.78796
96 H -0.23819 0.26675 5.61538
97 H -1.19633 1.41679 6.54707
98 H -2.44256 -0.75554 6.02881
99 H -2.31120 -0.43196 4.31992
100 H -4.32186 0.54001 5.17026
101 C 2.11993 1.61966 3.67212
102 C 2.99405 1.20403 2.50178
103 O 2.68011 -0.18305 2.27253
104 H 2.35106 2.60489 4.08360
105 H 2.13526 0.92608 4.51252
106 H 1.08150 1.64352 3.32739
107 H 4.06620 1.23943 2.70025
108 H 2.85422 1.85090 1.63357
109 H 1.79455 -0.20722 1.84689
110 C 3.44378 4.89307 2.41287
111 C 2.38173 4.69889 1.34552
112 O 2.98474 4.46462 0.08392
113 H 4.10387 5.71592 2.14437
114 H 4.03204 4.00218 2.64256
115 H 2.98393 5.14013 3.37432
116 H 1.74450 5.59355 1.35395
117 H 1.63154 3.93833 1.60091
118 H 2.39466 4.93543 -0.52792
119 C -2.87610 -5.84258 0.29427
120 C -1.79678 -5.33040 -0.63905
121 O -1.27842 -6.39711 -1.41460
122 H -2.44952 -6.53391 1.02252
123 H -3.62460 -6.38991 -0.28116
124 H -3.35238 -5.01890 0.82496
125 H -1.03325 -4.85984 -0.00696
126 H -2.21839 -4.57388 -1.31188
127 H -0.86892 -6.04147 -2.20614
128 C -5.16036 0.51248 1.90284
129 C -5.92584 -0.29714 2.92245
130 O -5.97496 0.42414 4.15585
131 H -4.14103 0.74852 2.20690
132 H -5.70105 1.43173 1.66063
133 H -5.02284 0.01341 0.93664
134 H -5.49120 -1.28231 3.07929
135 H -6.95372 -0.43450 2.57140
136 H -6.36811 1.28258 3.97133
137 C -2.22214 2.66720 1.68873
138 C -1.13157 3.69802 1.81128
139 O -1.51918 4.74468 2.71839
140 H -2.40805 2.13818 2.62828
141 H -1.95628 1.89603 0.96067
142 H -3.19377 3.06588 1.38980
143 H -0.83916 4.20589 0.88993
144 H -0.21120 3.22243 2.17381
145 H -1.91651 4.27350 3.46221
146 C 4.14255 3.66791 -3.05540
147 C 4.19258 5.18756 -3.23069
148 O 5.36100 5.53555 -3.96859
149 H 3.85774 3.20847 -4.00216
150 H 3.29847 3.48131 -2.38132
151 H 5.08658 3.28125 -2.68202
152 H 4.06690 5.76963 -2.31604
153 H 3.34641 5.44636 -3.87511
154 H 6.10400 5.65893 -3.37240

Atomic forces in eV per Å
-3.090 -0.421 -2.256
-0.668 1.119 -0.744
0.056 0.319 0.737
1.910 1.628 -0.839
-0.275 -0.066 0.602
0.112 -0.050 -0.431
0.361 0.273 -0.164
-0.115 0.299 0.143
-0.125 -0.644 -0.006
0.157 0.608 0.208
-0.073 -0.303 -0.254
0.209 -0.361 -0.050
0.017 -0.026 -0.054
-0.334 0.146 0.198
0.183 -0.075 -0.172
-0.159 -0.332 -0.107
1.695 -0.702 -0.330
-0.716 -0.157 -0.309
1.003 -0.219 1.320
0.660 0.121 0.375
-0.214 -0.198 0.038
0.060 0.018 0.249
-0.300 -0.003 -0.237
-0.782 1.253 -0.344
1.036 -0.470 0.142
-0.182 0.181 0.077
-0.345 -0.085 -0.122
0.016 -0.048 -0.080
0.050 -0.351 0.119
0.284 -0.125 0.199
-0.249 0.352 -0.463
-1.488 -0.413 1.536
0.359 0.348 -0.587
-0.014 -1.222 1.032
-0.290 0.006 0.495
0.029 0.056 0.086
0.072 -0.152 -0.182
0.022 0.011 -0.350
-0.893 -0.559 -0.443
0.383 -0.157 -0.013
-0.178 -0.167 0.019
0.262 -0.048 -0.330
0.006 0.445 -0.042
0.157 -0.228 0.152
0.234 0.242 0.687
0.456 0.583 -0.416
0.207 -0.163 -0.166
0.713 0.201 -0.061
-0.385 -0.146 0.127
-0.223 -0.046 0.118
-0.082 -0.007 0.139
-0.059 0.000 -0.084
-0.236 0.185 -0.188
0.030 0.013 0.015
0.004 0.042 0.005
-0.146 0.173 0.209
0.615 -0.994 0.917
0.169 0.573 0.195
-0.165 -0.151 -0.388
0.191 0.076 -0.341
-0.119 0.269 0.167
-0.283 0.365 -0.082
-0.043 0.062 -0.072
0.310 -0.033 0.124
-1.698 -0.825 0.536
0.415 1.333 -0.697
-0.269 -0.690 0.360
0.453 0.431 -0.160
0.622 -0.049 -0.091
0.057 -0.092 0.079
0.296 0.006 0.004
-0.242 -0.289 -0.059
0.314 0.084 0.084
0.137 -0.179 -0.464
0.027 -0.130 1.081
0.089 0.044 -0.602
0.119 -0.055 0.007
0.146 0.157 0.117
-0.077 -0.031 -0.005
-0.129 0.070 -0.128
-0.173 0.163 -0.023
-0.084 -0.013 0.020
0.655 0.272 0.796
-0.638 -0.913 -1.551
1.154 0.723 0.064
-0.065 0.046 -0.186
-0.087 0.095 -0.063
-0.194 -0.218 0.040
0.096 -0.051 0.036
-0.218 0.054 0.706
-0.721 -0.050 0.207
1.242 -0.718 -0.464
-0.302 0.347 -0.365
-0.275 0.200 0.382
-0.683 0.338 0.047
-0.201 -0.242 0.350
-0.193 0.103 -0.055
-0.193 0.181 0.230
0.342 0.026 -0.015
0.348 -0.095 -0.197
-0.308 0.607 0.072
0.443 -0.321 1.014
-0.181 -0.512 -0.550
0.083 0.053 -0.246
0.322 -0.203 -0.173
0.010 0.056 0.022
-0.064 -0.019 0.259
-0.338 -0.365 -0.228
0.233 -0.119 -0.018
-0.262 -0.230 0.550
-0.224 0.351 0.676
-0.661 0.226 0.077
0.082 -0.083 -0.080
0.119 -0.052 -0.458
-0.175 0.172 -0.116
0.306 0.244 -0.378
0.523 -0.458 0.048
0.401 -0.077 -0.343
0.046 -0.370 -0.303
-0.369 0.425 0.267
0.142 -0.282 0.124
0.000 0.032 0.025
-0.087 0.069 0.069
0.028 0.030 -0.007
0.218 0.050 -0.287
0.035 0.104 0.143
0.028 0.027 0.003
0.401 -0.028 -0.914
-0.356 0.583 -0.424
-0.004 -0.502 0.266
-0.145 0.099 0.399
0.099 0.112 0.204
-0.306 -0.310 0.139
0.104 0.109 0.332
0.061 -0.236 -0.048
0.041 0.022 0.056
-0.312 -0.549 -0.439
0.096 0.492 0.634
0.114 -0.546 -0.149
0.264 0.130 0.134
0.060 0.001 0.038
0.163 0.330 -0.118
-0.366 -0.110 -0.177
-0.100 -0.097 0.063
0.006 0.325 0.104
-0.999 0.791 0.366
-0.004 -0.627 -0.904
0.001 0.498 -0.066
0.423 -0.080 -0.107
0.354 -0.383 0.252
-0.119 -0.197 0.132
0.291 -0.219 0.158
0.076 0.241 0.067
-0.061 -0.077 0.098

Calculated values
electronic energy = -101147.8572 eV
orbital gap = 8.38 eV
relative energy (zero: lowest compared OMol25 entry of this formula, charge and spin) = 0.687 eV
total charge = 0

---

(4)
ORCA calculation (the ωB97M-V functional and the def2-TZVPD basis) on C3H2NO3S as an isolated structure in a non-equilibrium geometry.

Atoms and positions in Å:
1 C 0.40463 -0.14669 0.30020
2 C -0.13906 0.08440 1.50204
3 C -1.47456 -3.15503 -0.68129
4 N -0.51425 -2.28148 0.18271
5 O -0.72327 -4.03302 -1.07621
6 O -2.62214 -2.81962 -0.78603
7 O -0.04268 -1.15342 -0.50024
8 S -1.19642 -1.13012 2.08667
9 H 1.13069 0.58334 -0.17514
10 H 0.12773 1.06716 2.10235

Atomic forces in eV per Å
1.223 1.571 -0.120
0.944 1.342 0.725
1.174 1.038 -0.039
0.919 1.823 2.128
0.083 -0.894 -0.488
-1.339 0.105 -0.093
-0.662 -0.771 -0.669
-0.550 -0.720 -0.336
-1.088 -1.259 0.308
-0.705 -2.235 -1.416

Calculated values
electronic energy = -21608.5613 eV
orbital gap (spin up / spin down) = 6.80 / 7.13 eV
relative energy (zero: lowest compared OMol25 entry of this formula, charge and spin) = 4.282 eV
total charge = -1